No. 1
This record from OMol25 describes a structure of composition C5H10N2O. The level of theory is ωB97M-V/def2-TZVPD.

The energy above the lowest of the compared OMol25 structures with the same formula, charge and spin is 10.091 eV. For the LUMO energy, the calculation gives 0.314 eV. For the frontier orbital gap, the calculation gives 8.47 eV.

Geometry as ORCA input:
```
! RIJCOSX wB97M-V def2-TZVPD def2/J DEFGRID3
* xyz 0 1
C 0.4833 -0.4580 0.2910
C 1.5407 -1.0037 -0.7076
C 0.3309 -0.0114 -1.1052
C -1.1756 0.9997 0.0511
C -0.9378 -0.4873 0.6718
H 0.7102 0.1964 2.4304
H 2.5769 0.1839 1.1066
H 2.4943 -0.6925 -0.6452
H 1.4693 -1.9520 -1.2312
H -0.4200 -0.7520 -1.5494
H 0.4967 1.8690 -0.4748
H -1.2445 1.9711 0.6806
H -1.9944 1.0558 -0.5880
H -1.2947 -0.3841 1.6369
H -2.4333 -0.9037 -0.5970
N 1.1148 0.4266 1.1540
N -0.1620 1.3932 -1.0561
O -1.5549 -1.4509 -0.0678
*
```

The natural (NBO) scheme yields these atomic charges, measured in e: C -0.04; C -0.35; C -0.10; C -0.29; C 0.09; H 0.38; H 0.36; H 0.20; H 0.22; H 0.22; H 0.36; H 0.22; H 0.19; H 0.18; H 0.47; N -0.83; N -0.58; O -0.69

=====

No. 2
This record from OMol25 describes a cluster of 6 separate species, C26H49INO18 in total. The level of theory is ωB97M-V/def2-TZVPD.

For the LUMO energy, the calculation gives 1.781 eV. For the frontier orbital gap, the calculation gives 6.16 eV.

Geometry as ORCA input:
```
! RIJCOSX wB97M-V def2-TZVPD def2/J DEFGRID3
* xyz -1 1
C -0.1928 1.8341 3.0451
C 0.5637 2.3368 2.0568
C 0.0531 3.3387 1.0295
N -0.7889 4.3501 1.6490
I 0.2925 5.5592 2.9086
C -1.6391 5.0660 0.6720
C -3.1238 5.0240 1.0594
C -3.6027 3.7171 1.7266
C -4.3449 2.7365 0.7971
C -3.4269 1.7380 0.0687
C -3.1146 2.2265 -1.3393
O -2.1257 1.4469 -1.9928
C -1.0077 2.1743 -2.4659
C -1.1702 6.5116 0.3257
O -1.9257 7.4475 0.6330
O -0.0705 6.5733 -0.2616
H -1.2176 1.5084 2.9056
H 0.2225 1.7559 4.0460
H 1.6058 2.0410 1.9662
H 0.9374 3.7614 0.5411
H -0.5655 2.8097 0.3004
H -1.5312 4.5357 -0.2754
H -3.6825 5.1266 0.1255
H -3.3859 5.8759 1.6798
H -2.7934 3.1757 2.2127
H -4.3142 3.9880 2.5108
H -5.0000 3.2536 0.0925
H -4.9895 2.1306 1.4412
H -3.9104 0.7615 -0.0145
H -2.5105 1.5729 0.6388
H -2.8719 3.2905 -1.3163
H -4.0423 2.1342 -1.9172
H -1.2223 3.2290 -2.6393
H -0.6972 1.7272 -3.4119
H -0.1656 2.0880 -1.7746
C -1.6081 5.8430 -6.0595
O -2.5424 4.7947 -5.7860
C -3.0140 4.1759 -6.8607
O -2.7300 4.4196 -8.0057
O -3.8630 3.2294 -6.4563
C -4.4498 2.4759 -7.5151
H -1.3156 6.2483 -5.0956
H -0.7309 5.4502 -6.5698
H -2.0739 6.6246 -6.6565
H -3.6846 1.9527 -8.0857
H -5.0294 3.1218 -8.1726
H -5.1092 1.7518 -7.0452
C 0.4923 -2.2426 -0.5523
O 0.7670 -3.1359 0.5384
C 0.9897 -2.5243 1.7026
O 0.9764 -1.3407 1.8908
O 1.2302 -3.4633 2.6242
C 1.4901 -2.9342 3.9276
H 0.3318 -2.8707 -1.4235
H -0.4049 -1.6586 -0.3548
H 1.3392 -1.5837 -0.7313
H 0.6319 -2.3762 4.2974
H 2.3755 -2.3015 3.9138
H 1.6710 -3.7815 4.5834
C 5.6069 -2.6880 -4.3495
O 4.6279 -2.4237 -3.3445
C 4.8900 -2.9818 -2.1631
O 5.8488 -3.6610 -1.9026
O 3.9093 -2.6575 -1.3256
C 4.0562 -3.1906 -0.0080
H 5.2685 -2.1782 -5.2466
H 6.5776 -2.2953 -4.0531
H 5.6793 -3.7565 -4.5441
H 4.9660 -2.8184 0.4598
H 4.0615 -4.2788 -0.0310
H 3.2014 -2.8585 0.5673
C -1.8111 -4.4966 1.3992
O -3.1015 -5.0947 1.2226
C -3.3406 -5.5165 -0.0142
O -2.5888 -5.4379 -0.9500
O -4.5661 -6.0468 -0.0448
C -4.9553 -6.5400 -1.3266
H -1.7480 -4.1987 2.4420
H -1.0194 -5.2094 1.1832
H -1.7090 -3.6179 0.7694
H -4.2861 -7.3339 -1.6531
H -4.9671 -5.7366 -2.0606
H -5.9593 -6.9377 -1.2091
C 5.0068 -1.7208 7.6816
O 5.0247 -2.0234 6.2848
C 5.9507 -2.9112 5.9283
O 6.7339 -3.4495 6.6659
O 5.8606 -3.1014 4.6127
C 6.8041 -4.0381 4.0881
H 4.2144 -0.9924 7.8246
H 4.7896 -2.6133 8.2653
H 5.9558 -1.2894 7.9932
H 6.6571 -5.0211 4.5315
H 7.8223 -3.6958 4.2615
H 6.6184 -4.0921 3.0193
*
```

The Löwdin scheme yields these atomic charges, measured in e: C -0.03; C -0.20; C -0.34; N -0.50; I 0.91; C -0.35; C -0.14; C -0.19; C -0.20; C -0.18; C -0.24; O -0.18; C -0.11; C -0.81; O -0.06; O -0.10; H 0.05; H 0.05; H 0.09; H 0.10; H 0.09; H 0.11; H 0.11; H 0.10; H 0.08; H 0.10; H 0.11; H 0.10; H 0.10; H 0.10; H 0.10; H 0.12; H 0.09; H 0.08; H 0.07; C -0.03; O 0.01; C -0.63; O 0.12; O 0.01; C -0.05; H 0.10; H 0.10; H 0.10; H 0.10; H 0.10; H 0.09; C -0.02; O -0.04; C -0.66; O 0.14; O -0.01; C -0.03; H 0.10; H 0.10; H 0.09; H 0.10; H 0.10; H 0.09; C -0.04; O 0.01; C -0.62; O 0.12; O 0.01; C -0.02; H 0.09; H 0.10; H 0.10; H 0.10; H 0.11; H 0.07; C -0.03; O 0.01; C -0.62; O 0.13; O 0.00; C -0.05; H 0.10; H 0.10; H 0.09; H 0.10; H 0.10; H 0.09; C -0.04; O 0.00; C -0.63; O 0.12; O 0.00; C -0.04; H 0.09; H 0.10; H 0.10; H 0.10; H 0.10; H 0.09

=====

No. 3
This record from OMol25 describes a structure of composition C35H32ClN3O4RhS. The level of theory is ωB97M-V/def2-TZVPD.

The energy above the lowest of the compared OMol25 structures with the same formula, charge and spin is 0.626 eV. For the LUMO energy, the calculation gives -4.480 eV. For the frontier orbital gap, the calculation gives 6.26 eV.

Geometry as ORCA input:
```
! RIJCOSX wB97M-V def2-TZVPD def2/J DEFGRID3
* xyz 1 1
Rh 0.4670 1.6610 -0.4451
C 1.0145 4.3918 2.7410
C 0.7519 4.1780 1.2836
O 1.2995 3.2504 0.6647
N -0.0691 5.0237 0.6550
C -0.3476 4.9005 -0.7703
C -1.5315 4.0043 -1.0419
C -2.7588 4.5582 -1.3533
C -3.8547 3.7303 -1.5541
C -3.6790 2.3650 -1.4373
C -2.4191 1.8743 -1.1488
N -1.3569 2.6718 -0.9576
H 2.0025 4.0070 2.9783
H 0.2801 3.8181 3.3098
H 0.9411 5.4387 3.0287
H -0.5248 5.7487 1.1848
H 0.5483 4.5167 -1.2567
H -0.5432 5.8951 -1.1642
H -2.8516 5.6321 -1.4405
H -4.8218 4.1486 -1.7984
H -4.4964 1.6732 -1.5831
H -2.2186 0.8131 -1.0844
N 1.8047 0.6754 0.1663
C 2.6709 -0.2139 0.3272
C 2.4021 -1.2645 1.3392
C 1.8513 -0.9289 2.5724
C 1.5895 -1.9294 3.4930
C 1.8562 -3.2530 3.1693
C 2.3837 -3.5827 1.9279
C 2.6658 -2.5884 1.0054
C 3.9390 -0.1497 -0.4338
C 3.9696 0.3684 -1.7264
C 5.1775 0.4484 -2.3959
C 6.3472 0.0228 -1.7779
C 6.3134 -0.4877 -0.4880
C 5.1083 -0.5779 0.1896
H 1.6549 0.1084 2.8123
H 1.1737 -1.6768 4.4593
H 1.6490 -4.0350 3.8886
H 2.5740 -4.6170 1.6754
H 3.0573 -2.8291 0.0259
H 3.0484 0.6617 -2.2073
H 5.2069 0.8305 -3.4073
H 7.2882 0.0832 -2.3085
H 7.2241 -0.8208 -0.0089
H 5.0750 -0.9774 1.1948
C -3.8008 -2.2788 0.0891
S -2.1322 -1.6715 0.4166
O -1.1988 -2.7252 -0.0372
C -2.2426 -1.7868 2.2042
C -2.8259 -0.7568 2.9283
C -2.9022 -0.8575 4.3093
C -2.3865 -1.9778 4.9514
C -1.7925 -2.9935 4.2154
C -1.7118 -2.8996 2.8325
H -3.8343 -3.3297 0.3755
H -3.9894 -2.1739 -0.9785
H -4.5200 -1.6979 0.6656
H -3.2205 0.1158 2.4180
H -3.3627 -0.0660 4.8860
H -2.4486 -2.0562 6.0288
H -1.3908 -3.8631 4.7200
H -1.2395 -3.6665 2.2309
Cl -3.3513 -2.9514 -6.4499
C -2.3129 -2.3143 -5.2174
C -2.5035 -1.0139 -4.7767
C -1.6782 -0.5160 -3.7810
C -0.6619 -1.2983 -3.2474
C -0.4753 -2.5934 -3.7152
C -1.3065 -3.1124 -4.6935
C 0.2682 -0.7736 -2.1952
O 1.4082 -1.1857 -2.0922
O -0.2975 0.1003 -1.3997
H -3.2852 -0.4079 -5.2134
H -1.8116 0.4982 -3.4260
H 0.3244 -3.1898 -3.2978
H -1.1800 -4.1237 -5.0534
*
```

The Löwdin scheme yields these atomic charges, measured in e: Rh 1.14; C 0.03; C -0.48; O -0.11; N 0.10; C -0.09; C -0.24; C 0.00; C -0.02; C -0.02; C -0.11; N 0.00; H 0.10; H 0.10; H 0.09; H 0.16; H 0.13; H 0.13; H 0.12; H 0.12; H 0.12; H 0.07; N 0.07; C -0.22; C -0.17; C -0.02; C -0.07; C -0.07; C -0.05; C -0.01; C -0.16; C -0.02; C -0.05; C -0.06; C -0.06; C -0.01; H 0.11; H 0.11; H 0.11; H 0.11; H 0.13; H 0.10; H 0.11; H 0.11; H 0.11; H 0.12; C -0.22; S 0.88; O -0.49; C -0.40; C -0.10; C -0.08; C -0.08; C -0.08; C -0.08; H 0.07; H 0.05; H 0.05; H 0.10; H 0.11; H 0.11; H 0.11; H 0.11; Cl 0.68; C -0.67; C -0.10; C -0.02; C -0.14; C 0.00; C -0.08; C -0.56; O 0.07; O -0.26; H 0.10; H 0.10; H 0.13; H 0.11

=====

No. 4
This record from OMol25 describes a cluster of 3 separate species, C3H12O3 in total. The level of theory is ωB97M-V/def2-TZVPD.

The energy above the lowest of the compared OMol25 structures with the same formula, charge and spin is 1.116 eV. For the LUMO energy, the calculation gives 0.585 eV. For the frontier orbital gap, the calculation gives 11.27 eV. As for the structure (SMILES): CCCO.O.O.

Geometry as ORCA input:
```
! RIJCOSX wB97M-V def2-TZVPD def2/J DEFGRID3
* xyz 0 1
C 1.4741 -0.0321 -0.1980
C 1.0992 1.4029 -0.7712
C -0.2982 1.3427 -1.4215
O -0.4715 0.0132 -1.9631
H 1.5479 -0.8791 -0.8362
H 2.4011 0.2219 0.2528
H 0.7285 -0.4336 0.5480
H 1.8487 1.6108 -1.5799
H 1.2118 2.2358 -0.0601
H -0.5205 2.1901 -2.2000
H -1.0924 1.2083 -0.6565
H 0.0817 -0.2043 -2.8224
O -1.8815 -0.7551 4.0793
H -2.5938 -0.3998 3.5844
H -1.3732 -1.3213 3.5331
O -0.8713 -2.0621 0.5192
H -0.8093 -1.3182 -0.0785
H -0.4814 -2.8201 0.0706
*
```

The natural (NBO) scheme yields these atomic charges, measured in e: C -0.62; C -0.43; C -0.07; O -0.76; H 0.21; H 0.21; H 0.22; H 0.19; H 0.22; H 0.18; H 0.18; H 0.47; O -0.94; H 0.47; H 0.48; O -0.96; H 0.49; H 0.47

=====

No. 5
This record from OMol25 describes a structure of composition C38H43BiN2O7SSi3. The level of theory is ωB97M-V/def2-TZVPD.

The energy above the lowest of the compared OMol25 structures with the same formula, charge and spin is 0.475 eV. For the LUMO energy, the calculation gives 4.243 eV. For the frontier orbital gap, the calculation gives 6.03 eV.

Geometry as ORCA input:
```
! RIJCOSX wB97M-V def2-TZVPD def2/J DEFGRID3
* xyz -2 1
Bi 0.1728 -0.7541 0.3311
O 4.6128 -2.3202 -0.2474
C 3.4142 -2.1465 0.0338
O 2.4291 -2.1179 -0.7354
C 3.0849 -2.0303 1.5336
C 4.0692 -2.1831 2.5012
C 3.7116 -2.1386 3.8386
C 2.3775 -1.9837 4.1815
C 1.4482 -1.8516 3.1628
N 1.8100 -1.8525 1.8825
C -0.0524 -1.7767 3.4367
O -0.4381 -2.0618 4.5681
O -0.7824 -1.4598 2.4393
H 5.0871 -2.3263 2.1677
H 4.4671 -2.2381 4.6096
H 2.0321 -1.9537 5.2051
C -3.9024 -0.3320 1.7312
Si -3.6154 -1.8723 0.6636
C -5.3574 -2.2809 -0.0668
C -3.3066 -3.3705 1.7795
C -2.3271 -1.5284 -0.6089
C -2.4421 -0.2176 -1.2581
C -3.3368 0.0705 -2.3087
C -3.2459 1.2711 -2.9794
C -2.2521 2.1779 -2.6201
C -1.4314 1.8589 -1.5560
N -1.5590 0.7207 -0.8720
Si -1.7727 -2.7867 -1.8581
C -0.9411 -4.2628 -1.0095
C -0.5277 -2.0804 -3.0964
C -3.1473 -3.5466 -2.9819
H -4.8595 -0.3452 2.2572
H -3.8671 0.5662 1.1089
H -3.1042 -0.2659 2.4713
H -6.0866 -2.4748 0.7242
H -5.3084 -3.1722 -0.6963
H -5.7429 -1.4634 -0.6814
H -4.0472 -3.4156 2.5811
H -2.3247 -3.2886 2.2423
H -3.3567 -4.3083 1.2215
H -4.0706 -0.6748 -2.5843
H -3.9323 1.5077 -3.7859
H -2.1003 3.0973 -3.1692
H -0.6242 2.5139 -1.2586
H 0.0120 -3.9330 -0.5906
H -0.7395 -5.0706 -1.7158
H -1.5510 -4.6586 -0.1964
H 0.3741 -1.7572 -2.5756
H -0.9267 -1.1972 -3.6013
H -0.2360 -2.8038 -3.8601
H -3.9823 -3.9185 -2.3850
H -2.7542 -4.3819 -3.5664
H -3.5432 -2.8083 -3.6827
C 0.0324 5.9148 0.7110
C -1.0616 5.0625 0.7040
C -0.9029 3.7283 1.0485
C 0.3359 3.2011 1.4181
C 1.4179 4.0822 1.4238
C 1.2758 5.4142 1.0720
Si 0.5578 1.3560 1.8780
C -0.3673 1.4271 3.5639
C 0.3012 1.1680 4.7606
C -0.3181 1.3054 5.9939
C -1.6435 1.7057 6.0671
C -2.3415 1.9427 4.8911
C -1.7116 1.7926 3.6662
H -0.0805 6.9540 0.4236
H -2.0395 5.4315 0.4141
H -1.7660 3.0749 1.0037
H 2.3953 3.7023 1.6951
H 2.1404 6.0687 1.0688
H 1.9401 1.3415 2.4350
H 1.3405 0.8589 4.7196
H 0.2355 1.1019 6.9038
H -2.1319 1.8189 7.0284
H -3.3818 2.2472 4.9280
H -2.2842 1.9560 2.7631
C 5.7760 0.6507 -6.3097
C 4.8930 0.7958 -5.0963
C 4.0639 1.9019 -4.9507
C 3.2697 2.0356 -3.8210
C 3.3073 1.0649 -2.8324
C 4.1110 -0.0561 -2.9695
C 4.9007 -0.1800 -4.1023
S 2.1870 1.2822 -1.4497
O 1.8139 2.6849 -1.4922
O 2.8694 0.8907 -0.2289
O 1.0559 0.3954 -1.7912
H 5.5787 1.4481 -7.0263
H 5.5934 -0.3076 -6.7991
H 6.8286 0.6893 -6.0220
H 4.0364 2.6596 -5.7263
H 2.6135 2.8814 -3.6687
H 4.1169 -0.8153 -2.1955
H 5.5353 -1.0509 -4.2234
*
```

The Löwdin scheme yields these atomic charges, measured in e: Bi 1.80; O -0.03; C -0.68; O -0.12; C -0.16; C 0.00; C -0.06; C -0.02; C -0.21; N 0.03; C -0.64; O 0.03; O -0.23; H 0.11; H 0.10; H 0.11; C -0.17; Si 0.45; C -0.20; C -0.18; C -0.46; C -0.46; C -0.05; C -0.08; C -0.07; C -0.14; N -0.01; Si 0.43; C -0.17; C -0.17; C -0.19; H 0.02; H 0.02; H 0.01; H 0.01; H 0.00; H 0.01; H 0.03; H 0.01; H 0.01; H 0.10; H 0.10; H 0.09; H 0.09; H 0.02; H 0.02; H 0.01; H -0.01; H 0.03; H 0.03; H 0.00; H 0.01; H 0.01; C -0.12; C -0.10; C -0.14; C -0.31; C -0.11; C -0.10; Si 0.64; C -0.31; C -0.12; C -0.10; C -0.11; C -0.10; C -0.12; H 0.09; H 0.09; H 0.08; H 0.10; H 0.09; H -0.01; H 0.08; H 0.09; H 0.09; H 0.09; H 0.08; C -0.07; C -0.30; C -0.06; C -0.06; C -0.24; C -0.02; C -0.04; S 0.42; O -0.34; O -0.36; O -0.47; H 0.06; H 0.07; H 0.07; H 0.10; H 0.10; H 0.10; H 0.11

=====

No. 6
This record from OMol25 describes the molecule C6H10. The level of theory is ωB97M-V/def2-TZVPD.

The energy above the lowest of the compared OMol25 structures with the same formula, charge and spin is 1.688 eV. For the LUMO energy, the calculation gives 1.148 eV. For the frontier orbital gap, the calculation gives 10.96 eV. As for the structure (SMILES): C#CCCCC.

Geometry as ORCA input:
```
! RIJCOSX wB97M-V def2-TZVPD def2/J DEFGRID3
* xyz 0 1
C -1.3387 -2.3739 -1.4313
C -0.4573 -2.0987 -0.6621
C 0.7000 -1.5324 0.0183
C 0.3773 -0.2264 0.7796
C 0.1490 0.9519 -0.1657
C -0.2134 2.2531 0.5470
H -1.9591 -2.5317 -2.2758
H 1.3196 -1.3995 -0.8779
H 1.2625 -2.2329 0.6358
H 1.1917 0.0084 1.4777
H -0.5211 -0.3778 1.3979
H -0.6455 0.6820 -0.8725
H 1.0599 1.1018 -0.7606
H -1.1434 2.1487 1.1183
H -0.3558 3.0659 -0.1735
H 0.5744 2.5615 1.2449
*
```

The natural (NBO) scheme yields these atomic charges, measured in e: C -0.27; C 0.01; C -0.49; C -0.38; C -0.40; C -0.60; H 0.23; H 0.24; H 0.23; H 0.20; H 0.21; H 0.21; H 0.19; H 0.20; H 0.21; H 0.20

=====

no.,E (eV)
1,-10365.2145
2,-74201.0844
3,-75834.5009
4,-9446.9105
5,-97730.7607
6,-6382.1715